Version w
Here is a 2-piece molecular cluster, C3H2BrClF2 overall from OMol25. Energies are from wB97M-V/def2-TZVPD.

The geometry in XYZ format:
```
9
Properties=species:S:1:pos:R:3
F 0.002 0.527 2.134
C 1.160 0.929 2.628
Br -3.199 0.938 0.503
Cl 1.788 2.487 1.871
C -0.624 1.983 -0.575
H 0.042 2.240 -1.374
H 1.882 0.089 2.460
F 0.923 1.128 3.924
C -1.599 1.386 -0.124
```

Output
molecular weight	191.40	g mol⁻¹
frontier orbital gap	10.46	eV
SMILES string	FC(F)Cl.C#CBr
lowest unoccupied orbital energy	0.7	eV

---

Version x
Here is a 2-piece molecular cluster, C3H2BrClF2 overall from OMol25. Energies are from wB97M-V/def2-TZVPD.

The geometry in XYZ format:
```
9
Properties=species:S:1:pos:R:3
Br -2.205 -0.831 0.751
F -0.538 1.873 0.242
C 0.005 0.737 -0.276
F 0.450 0.999 -1.555
H 0.869 0.072 1.699
H 1.662 -0.449 0.393
C -0.546 -0.497 0.089
C 0.710 -0.160 0.706
Cl -0.406 -1.742 -2.048
```

Output
molecular weight	191.40	g mol⁻¹
frontier orbital gap (spin up / spin down)	8.19 / 8.19	eV
lowest unoccupied orbital energy (spin up / spin down)	-2.2 / -2.2	eV

---

In terms of stability, version w leads; the second structure lies 20.9 kcal/mol higher.

---

Version w
Here is C3H6ClN3 in the gas phase from OMol25. Energies are from wB97M-V/def2-TZVPD.

The geometry in XYZ format:
```
13
Properties=species:S:1:pos:R:3
Cl -3.392 0.684 -0.017
H 2.303 -0.179 1.394
C -1.725 0.171 0.255
C 1.261 0.819 -0.285
H 1.263 0.464 -1.472
H 1.892 1.691 -0.163
H -1.384 0.522 1.234
N 0.825 -1.348 0.650
C 1.593 -0.267 0.564
N -0.143 -1.602 -0.159
N -1.163 -0.882 -0.423
H 0.236 1.055 -0.240
H -1.566 -1.128 -1.338
```

Output
molecular weight	119.55	g mol⁻¹
frontier orbital gap (spin up / spin down)	7.86 / 7.86	eV
lowest unoccupied orbital energy (spin up / spin down)	0.3 / 0.3	eV

---

Version x
Here is C3H6ClN3 in the gas phase from OMol25. Energies are from wB97M-V/def2-TZVPD.

The geometry in XYZ format:
```
13
Properties=species:S:1:pos:R:3
N -2.007 0.096 -0.027
H 2.569 1.422 0.397
H -2.000 0.954 0.521
H -1.945 -1.358 -2.194
Cl 1.524 -1.427 -0.445
C 0.607 0.602 0.976
C 1.695 1.385 1.025
H -0.396 -2.076 -1.718
N 0.358 -0.207 -0.123
H -0.145 0.640 1.635
H 1.845 1.777 2.028
N -1.104 -1.326 -1.581
C -1.000 -0.483 -0.494
```

Output
molecular weight	119.55	g mol⁻¹
frontier orbital gap	9.25	eV
SMILES string	[H]/N=C(/N)N(Cl)C=C
lowest unoccupied orbital energy	0.4	eV

---

In terms of stability, version x leads; the second structure lies 58.0 kcal/mol higher.

---

Version w
Here is C3H5NO in the gas phase from OMol25. Energies are from wB97M-V/def2-TZVPD.

The geometry in XYZ format:
```
10
Properties=species:S:1:pos:R:3
H 1.594 0.101 0.018
N -1.434 -1.056 0.108
C -2.385 -0.202 0.213
H -1.329 -1.872 0.700
H 0.543 1.489 -0.251
H 0.323 0.471 1.180
O -3.016 0.742 -0.090
C -0.363 -0.454 -0.628
H -0.654 -0.143 -1.623
C 0.566 0.460 0.117
```

Output
molecular weight	71.08	g mol⁻¹
spin multiplicity	3
frontier orbital gap (spin up / spin down)	6.86 / 10.54	eV
lowest unoccupied orbital energy (spin up / spin down)	0.9 / -0.4	eV

---

Version x
Here is C3H5NO as an isolated structure from OMol25. Energies are from wB97M-V/def2-TZVPD.

The geometry in XYZ format:
```
10
Properties=species:S:1:pos:R:3
H 1.235 0.789 -1.728
H -1.903 0.781 -0.625
H 1.254 -1.227 1.543
O 2.057 -0.053 -0.159
C 0.053 0.058 0.109
C 1.066 -0.590 0.652
C -1.385 0.136 0.066
H -1.746 0.237 1.086
N 1.069 0.794 -0.754
H -1.700 -0.925 -0.190
```

Output
molecular weight	71.08	g mol⁻¹
spin multiplicity	3
frontier orbital gap (spin up / spin down)	5.35 / 8.14	eV
lowest unoccupied orbital energy (spin up / spin down)	1.0 / -1.3	eV

---

In terms of stability, version w leads; the second structure lies 90.3 kcal/mol higher.

---

Version w
Here is CH2OS2 in the gas phase from OMol25. Energies are from wB97M-V/def2-TZVPD.

The geometry in XYZ format:
```
6
Properties=species:S:1:pos:R:3
H -1.051 1.853 0.121
S -1.427 -0.523 -0.002
S 1.527 -0.450 -0.001
O -0.061 1.670 -0.032
H -0.864 -1.769 -0.052
C 0.134 0.353 0.039
```

Output
molecular weight	94.16	g mol⁻¹
frontier orbital gap	9.27	eV
SMILES string	OC(=S)S
lowest unoccupied orbital energy	0.2	eV

---

Version x
Here is CH2OS2 as an isolated structure from OMol25. Energies are from wB97M-V/def2-TZVPD.

The geometry in XYZ format:
```
6
Properties=species:S:1:pos:R:3
O -0.225 -0.989 1.419
H 0.913 1.051 -0.200
C 0.115 0.395 -0.556
H -0.213 0.640 -1.533
S -1.259 0.274 0.790
S 0.669 -1.371 0.080
```

Output
molecular weight	94.16	g mol⁻¹
frontier orbital gap	7.72	eV
lowest unoccupied orbital energy	-0.7	eV

---

In terms of stability, version w leads; the second structure lies 51.3 kcal/mol higher.

---

Version w
Here is C19H55FO9S8Tl as an isolated structure from OMol25. Energies are from wB97M-V/def2-TZVPD.

The geometry in XYZ format:
```
93
Properties=species:S:1:pos:R:3
H -2.361 1.258 -4.351
H -5.060 -2.986 -1.487
C 3.331 -3.125 2.676
H -2.991 2.458 3.492
H -1.617 5.187 -3.118
S -1.281 3.256 -1.655
H 1.926 5.107 -2.278
H -0.241 -0.023 5.138
C 0.390 -0.491 4.382
H 0.982 4.504 -1.039
H 2.051 -3.894 -1.788
H -0.030 2.216 2.727
Tl 0.247 -0.428 -0.176
C 2.023 4.512 -1.369
C 5.072 -2.902 0.660
H 1.288 -5.035 -0.790
H -0.618 3.971 0.939
H -3.314 2.302 -0.556
S -3.519 -1.468 -0.375
H -4.672 -2.315 1.641
S -1.685 -1.094 -3.658
H 0.528 0.294 3.634
H -2.434 -2.247 2.968
H -3.545 -3.001 -2.308
H -3.713 -3.856 -0.791
H -3.539 3.922 -1.284
H -2.173 4.178 1.866
S 3.355 1.160 1.768
H -3.705 0.039 -4.129
H 5.722 -3.770 0.585
O 2.155 0.260 1.881
S 3.285 -3.216 0.876
C -1.157 3.780 1.865
C -1.950 -1.483 3.577
H -2.176 3.627 -3.887
H -5.791 -1.985 0.303
H -2.658 -0.086 -5.512
H -2.286 -1.550 4.610
O 1.919 1.910 -0.586
H -1.963 -0.531 3.049
S -0.195 -3.952 -2.253
H 1.770 -5.487 -2.521
O -0.412 -3.195 -0.961
H 5.431 -2.183 1.399
H 3.596 0.641 4.079
H 2.886 3.391 -3.788
C -3.053 2.948 -1.389
O -1.511 -0.606 -2.239
O -0.624 1.920 -1.797
H -1.851 1.269 4.156
C -0.059 -0.711 -4.462
C -3.985 -2.936 -1.313
H 0.664 -1.508 -4.332
C -4.921 -1.617 0.840
O 0.271 -2.157 2.190
H 1.385 2.453 -3.490
C -1.083 2.354 2.430
H -0.479 4.046 -3.776
H 2.094 3.288 1.663
C 2.838 2.821 2.304
S 2.739 2.811 -1.459
H -0.988 -6.157 -1.339
H -0.338 -0.570 -5.509
H 5.168 -2.329 -0.265
H -0.614 4.423 2.568
C -1.267 -5.491 -2.156
H 2.518 2.718 3.343
C -1.436 4.123 -3.259
F 2.020 -0.685 -2.291
H 3.617 -2.143 3.055
O -2.258 -1.663 0.459
H -1.514 2.981 4.381
O 2.532 -2.028 0.340
H -3.434 2.573 -2.340
H 3.650 3.550 2.363
C -1.941 2.250 3.692
H 0.258 0.263 -4.094
H 2.650 5.013 -0.635
C 1.365 -4.744 -1.837
H 2.943 1.661 -3.626
S -0.210 -2.043 3.621
H 2.392 -3.493 3.079
C 4.302 0.734 3.254
H 1.372 -0.683 4.815
H -2.340 -5.334 -2.098
H -5.098 -0.677 1.358
H 4.778 -0.215 3.022
H 4.150 -3.716 3.096
C -2.687 0.230 -4.465
C 2.443 2.553 -3.249
H 5.007 1.520 3.520
H -1.008 -6.037 -3.067
O -1.322 1.366 1.481
```

Output
molecular weight	907.56	g mol⁻¹
total charge	+1
frontier orbital gap	4.82	eV
lowest unoccupied orbital energy	-5.6	eV

---

Version x
Here is C19H55FO9S8Tl as an isolated structure from OMol25. Energies are from wB97M-V/def2-TZVPD.

The geometry in XYZ format:
```
93
Properties=species:S:1:pos:R:3
H 3.325 -2.769 3.000
H -0.519 4.462 -4.890
H 1.954 -3.584 3.633
H 4.154 1.722 0.050
H -0.520 -3.810 2.893
H 0.938 -0.465 -5.800
H -2.747 3.821 -3.614
S 1.749 -3.646 1.209
H -2.218 0.864 3.349
C -4.695 0.773 -3.248
H 2.791 0.856 4.687
H -0.353 -1.617 -5.537
H 1.490 4.245 -1.081
Tl 0.011 -0.191 -0.447
H -3.775 1.674 3.788
H -1.799 3.616 3.113
H -1.334 -4.528 1.483
H 3.183 1.894 -1.470
C 0.047 3.941 -4.118
C 0.728 -1.521 -5.634
H 6.098 -0.221 0.233
C 3.156 -4.015 0.116
S -3.639 -0.596 -2.488
O 1.446 -2.184 0.956
H 5.433 -1.793 0.004
O 0.838 0.437 2.411
S -2.346 -2.465 2.470
S 1.228 3.261 0.955
C -2.584 3.750 2.368
H -6.006 -1.386 -2.179
S 0.991 -0.460 3.653
H 3.049 -0.856 4.897
C -3.778 -3.228 1.533
H -4.224 -4.123 1.966
C 0.003 0.203 5.068
H 0.339 -4.434 -4.875
O 2.659 -0.642 -1.209
O -0.015 2.348 -2.207
C -1.486 -4.068 2.459
H -0.985 2.195 -4.062
H 2.009 2.744 3.101
O -2.937 -0.008 -1.211
H -5.191 -1.237 -0.655
H -3.628 -3.281 0.455
H 3.434 3.180 2.080
F -1.127 -2.817 -1.258
H -4.273 1.762 -3.424
H -3.439 4.169 2.897
H -0.052 1.291 5.037
C 2.699 -3.646 2.839
S -2.981 2.122 1.525
H 0.937 3.430 -4.484
H -2.596 2.820 -2.212
O -1.695 1.692 0.751
H 3.460 -0.060 3.350
C -0.752 2.955 -3.316
H -4.533 -2.461 1.708
H -4.853 -2.668 -1.791
H 4.949 2.209 -1.463
H 1.801 5.518 0.086
H -5.172 0.358 -4.136
C 2.744 -0.103 4.170
C -2.056 3.550 -2.815
C 5.154 -0.742 0.074
H 3.401 -4.479 2.854
C 0.205 -3.834 -3.975
H 3.051 4.157 -0.262
H 0.967 -2.071 -6.545
H -0.970 -0.287 5.025
C -3.231 1.108 3.031
H -3.901 0.262 2.871
O 0.709 -1.442 -2.981
H 4.488 -0.735 0.938
C -5.066 -1.605 -1.673
C 4.142 1.614 -1.034
H -0.830 -3.550 -3.783
H -1.825 -4.807 3.184
C 2.398 3.407 2.329
H 2.408 4.372 2.837
H 3.330 -5.051 0.404
O 1.775 1.928 0.484
H 0.409 -0.153 6.014
H 4.005 -3.373 0.350
C 2.014 4.476 -0.154
H -5.616 0.802 -2.665
H 0.586 4.720 -3.578
H 0.536 -4.417 -3.116
O -1.598 -1.526 1.553
H -2.001 4.329 -2.055
H -2.216 4.450 1.618
S 1.321 -2.318 -4.110
H 2.890 -4.036 -0.941
S 4.127 -0.171 -1.369
```

Output
molecular weight	907.56	g mol⁻¹
total charge	+1
frontier orbital gap	4.21	eV
lowest unoccupied orbital energy	-5.8	eV

---

In terms of stability, version w leads; the second structure lies 72.3 kcal/mol higher.

---

Version w
Here is C3H2FNOS in the gas phase from OMol25. Energies are from wB97M-V/def2-TZVPD.

The geometry in XYZ format:
```
9
Properties=species:S:1:pos:R:3
C 0.389 0.351 0.625
H 0.647 0.865 1.615
C -0.515 -0.086 -2.745
O 0.337 -1.836 2.185
F -1.635 -1.195 0.605
C 0.282 1.000 -0.628
S -0.011 -1.550 0.825
H 0.497 2.098 -0.690
N 0.009 0.352 -1.791
```

Output
molecular weight	119.12	g mol⁻¹
frontier orbital gap	9.90	eV
lowest unoccupied orbital energy	-0.6	eV

---

Version x
Here is C3H2FNOS in the gas phase from OMol25. Energies are from wB97M-V/def2-TZVPD.

The geometry in XYZ format:
```
9
Properties=species:S:1:pos:R:3
N -2.091 0.478 0.007
C -1.729 -0.737 0.397
C -0.290 -0.743 0.543
H -2.450 -1.192 0.926
O -0.813 1.106 -0.326
S 1.931 0.912 -0.406
H 0.134 -0.465 1.614
C 0.330 0.336 -0.209
F 0.298 -2.029 0.237
```

Output
molecular weight	119.12	g mol⁻¹
frontier orbital gap	8.24	eV
SMILES string	F[C@@H]1C=NOC1=S
lowest unoccupied orbital energy	-1.2	eV

---

In terms of stability, version w leads; the second structure lies 15.5 kcal/mol higher.